<i>
{"formula": "C6H25N2O4", "method": "ωB97M-V/def2-TZVPD", "symbols": ["C", "N", "C", "C", "C", "C", "C", "N", "H", "H", "H", "H", "H", "H", "H", "H", "H", "H", "H", "H", "H", "H", "H", "H", "H", "H", "H", "O", "H", "H", "O", "H", "H", "O", "H", "H", "O"], "coordinates": [[-0.727, -1.189, 0.286], [0.233, -0.076, 0.131], [1.375, -0.086, 1.120], [2.098, 1.240, 1.175], [2.924, 1.607, -0.107], [3.067, 1.164, 2.389], [-0.142, -2.351, -0.558], [-0.015, -1.827, -1.968], [-0.812, -1.657, 1.276], [-1.806, -1.077, 0.071], [-0.349, 0.753, 0.321], [2.075, -0.854, 0.801], [0.901, -0.486, 2.072], [1.443, 2.100, 1.364], [2.423, 2.386, -0.711], [3.906, 1.982, 0.190], [3.033, 0.769, -0.773], [3.860, 0.422, 2.236], [2.504, 0.758, 3.302], [3.476, 2.134, 2.545], [-0.682, -3.245, -0.359], [0.876, -2.528, -0.273], [-0.774, -1.151, -2.211], [0.846, -1.301, -2.086], [-0.109, -2.661, -2.533], [-4.344, -0.024, -0.220], [-4.794, 1.467, -0.383], [-4.588, 0.654, -0.857], [-0.555, 1.179, -2.693], [-1.149, 0.619, -3.942], [-0.481, 0.419, -3.271], [-1.065, -1.267, 3.966], [-2.390, -1.913, 3.567], [-1.859, -1.114, 3.444], [-2.164, 1.698, -1.987], [-3.575, 1.662, -2.523], [-2.660, 1.792, -2.803]], "lowdin_charge": [-0.2173, -0.0560, -0.1984, -0.4038, -0.0560, -0.0797, -0.1232, 0.1708, 0.0895, 0.1244, 0.1172, 0.1136, 0.1280, 0.1311, 0.0785, 0.0760, 0.0577, 0.0840, 0.0995, 0.0664, 0.1212, 0.1128, 0.1304, 0.1488, 0.1633, 0.0383, 0.0586, -0.0444, 0.0315, 0.0674, -0.0577, 0.0402, 0.0488, -0.0608, 0.0195, 0.0313, -0.0515], "orbital_gap_ev": 10.2, "e_homo_ha": -0.478, "multiplicity": 1, "total_charge": 1}



<ii>
{"formula": "C6H25N2O4", "method": "ωB97M-V/def2-TZVPD", "symbols": ["N", "C", "C", "N", "C", "C", "C", "C", "H", "H", "H", "H", "H", "H", "H", "H", "H", "H", "H", "H", "H", "H", "H", "H", "H", "H", "H", "O", "H", "H", "O", "H", "H", "O", "H", "H", "O"], "coordinates": [[0.403, 2.658, 0.227], [-0.474, 1.678, 0.984], [0.204, 0.300, 0.822], [0.390, 0.019, -0.627], [-0.892, -0.524, -1.178], [-1.278, -0.255, -2.649], [1.394, -1.034, -0.794], [1.526, -1.801, -2.092], [-0.121, 3.382, -0.239], [1.190, 3.003, 0.758], [0.877, 2.053, -0.516], [-0.624, 1.941, 2.019], [-1.406, 1.467, 0.464], [1.128, 0.133, 1.365], [-0.433, -0.503, 1.221], [-1.062, -1.597, -1.049], [-1.745, -0.167, -0.591], [-0.835, -1.071, -3.283], [-1.087, 0.740, -2.978], [-2.365, -0.470, -2.762], [2.346, -0.498, -0.673], [1.370, -1.700, 0.063], [0.752, -2.551, -2.134], [1.611, -1.208, -3.024], [2.456, -2.386, -2.106], [-1.674, -2.155, 2.484], [-1.278, -0.847, 3.027], [-1.861, -1.581, 3.231], [1.847, -1.738, 3.259], [0.457, -1.856, 3.999], [0.944, -1.431, 3.289], [-3.268, 2.334, 2.152], [-2.901, 0.937, 2.769], [-2.691, 1.574, 2.075], [1.701, 0.732, -2.580], [3.105, 1.021, -2.711], [2.296, 1.397, -2.222]], "lowdin_charge": [0.2082, -0.1235, -0.1787, -0.1832, -0.2428, -0.0694, -0.2760, -0.0802, 0.1625, 0.1642, 0.1398, 0.1182, 0.0975, 0.1124, 0.1004, 0.1205, 0.1028, 0.0785, 0.0595, 0.0904, 0.1092, 0.1180, 0.0723, 0.0812, 0.0931, 0.0446, -0.0084, -0.0400, 0.0502, 0.0478, -0.0516, 0.0676, 0.0610, -0.0596, -0.0061, 0.1072, -0.0876], "orbital_gap_ev": 9.9, "e_homo_ha": -0.466, "multiplicity": 1, "total_charge": 1}



Name the least stable of them. <ii>.



<i>
{"formula": "C4H9NS2", "method": "ωB97M-V/def2-TZVPD", "symbols": ["C", "C", "C", "C", "H", "H", "H", "H", "H", "H", "H", "H", "H", "N", "S", "S"], "coordinates": [[2.866, -0.253, 0.549], [0.555, 0.488, -0.538], [-0.869, 0.078, -1.163], [-2.091, 0.327, -0.202], [3.238, 0.705, 0.044], [3.640, -1.005, 0.589], [2.667, -0.151, 1.619], [-0.749, -1.077, -1.349], [-1.264, 0.484, -2.255], [-3.126, 0.003, -0.582], [-2.180, 1.423, -0.020], [-2.050, -1.437, 1.103], [-1.111, -0.234, 1.419], [-2.085, -0.364, 1.178], [1.516, -0.955, -0.424], [1.045, 1.969, 0.032]], "lowdin_charge": [-0.4632, -1.0925, -0.2903, -0.2922, 0.0306, 0.0189, 0.0445, 0.0803, 0.1580, 0.1182, 0.0970, 0.0884, 0.0141, -0.0317, 0.8602, 0.6595], "smiles": "CSC(=S)CCN", "orbital_gap_ev": 8.4, "e_homo_ha": -0.322, "multiplicity": 1, "total_charge": 0}



<ii>
{"formula": "C4H9NS2", "method": "ωB97M-V/def2-TZVPD", "symbols": ["C", "C", "C", "C", "H", "H", "H", "H", "H", "H", "H", "H", "H", "N", "S", "S"], "coordinates": [[1.139, -0.670, 0.671], [-0.059, -0.954, -0.235], [-2.151, -0.776, -0.284], [-0.999, 0.168, -0.659], [2.797, -0.798, -1.011], [0.806, -0.047, 1.517], [1.517, -1.638, 0.994], [0.277, -1.486, -1.182], [-1.221, -1.641, 1.371], [-2.999, -0.371, 0.329], [-2.646, -1.221, -1.177], [-0.918, 0.421, -1.731], [-1.513, 1.346, 1.303], [-1.207, -1.775, 0.356], [2.499, 0.203, -0.159], [-0.950, 1.751, 0.167]], "lowdin_charge": [-0.5610, -0.4389, -0.2165, -0.6527, -0.1387, 0.0613, 0.0721, 0.1467, 0.0900, 0.1115, 0.1101, 0.0971, -0.1367, 0.0017, 0.6962, 0.7579], "smiles": "SC[C@H]1NC[C@H]1S", "orbital_gap_ev": 9.7, "e_homo_ha": -0.329, "multiplicity": 1, "total_charge": 0}



Name the least stable of them. <i>.



<i>
{"formula": "C5H6O2", "method": "ωB97M-V/def2-TZVPD", "symbols": ["C", "O", "C", "C", "O", "C", "C", "H", "H", "H", "H", "H", "H"], "coordinates": [[0.608, 0.610, 1.213], [0.771, -0.806, 1.112], [0.221, -1.198, -0.111], [-1.097, -0.614, -0.592], [-1.436, 0.596, 0.070], [-0.059, 1.027, -0.104], [0.217, -0.105, -1.121], [1.566, 1.086, 1.453], [-0.110, 0.809, 2.016], [0.459, -2.221, -0.382], [-1.912, -1.185, -1.021], [0.031, 2.067, -0.424], [0.654, -0.059, -2.113]], "lowdin_charge": [-0.1125, -0.0591, -0.2144, -0.1700, -0.0381, -0.1969, -0.0611, 0.1262, 0.1304, 0.1572, 0.1474, 0.1544, 0.1364], "orbital_gap_ev": 9.8, "e_homo_ha": -0.323, "multiplicity": 1, "total_charge": 0}



<ii>
{"formula": "C5H6O2", "method": "ωB97M-V/def2-TZVPD", "symbols": ["O", "C", "C", "C", "C", "O", "C", "H", "H", "H", "H", "H", "H"], "coordinates": [[0.924, -1.982, 0.506], [0.370, -1.181, -0.404], [-1.088, -0.655, -0.274], [-0.965, 0.757, 0.325], [0.512, 0.935, 0.299], [1.033, 1.602, 1.154], [1.337, -0.046, -0.454], [-1.662, -1.326, 0.359], [-1.545, -0.615, -1.260], [-1.293, 0.838, 1.371], [-1.431, 1.572, -0.236], [2.295, -0.237, 0.054], [1.514, 0.337, -1.440]], "lowdin_charge": [-0.0005, -0.2065, -0.0915, -0.0820, -0.4243, 0.1113, -0.0740, 0.1167, 0.1121, 0.1380, 0.1304, 0.1462, 0.1241], "smiles": "O=C1CCC(=O)C1", "orbital_gap_ev": 9.2, "e_homo_ha": -0.352, "multiplicity": 1, "total_charge": 0}



Name the least stable of them. <i>.



<i>
{"formula": "C5H6O2", "method": "ωB97M-V/def2-TZVPD", "symbols": ["O", "C", "C", "C", "C", "C", "O", "H", "H", "H", "H", "H", "H"], "coordinates": [[0.631, -0.971, -2.783], [-0.385, -0.087, -2.359], [-0.434, 0.041, -0.896], [-0.441, 0.078, 0.308], [-0.429, 0.238, 1.761], [0.970, 0.412, 2.336], [1.262, 0.074, 3.454], [0.568, -1.761, -2.232], [-1.375, -0.394, -2.729], [-0.160, 0.885, -2.809], [-0.929, -0.580, 2.288], [-0.977, 1.161, 1.996], [1.700, 0.907, 1.664]], "lowdin_charge": [-0.0591, -0.2772, 0.0090, -0.0339, -0.1574, -0.2565, 0.0573, 0.0896, 0.1198, 0.1223, 0.1252, 0.1320, 0.1288], "smiles": "O=CCC#CCO", "orbital_gap_ev": 10.7, "e_homo_ha": -0.366, "multiplicity": 1, "total_charge": 0}



<ii>
{"formula": "C5H6O2", "method": "ωB97M-V/def2-TZVPD", "symbols": ["C", "C", "O", "C", "O", "C", "C", "H", "H", "H", "H", "H", "H"], "coordinates": [[1.130, 1.631, 0.464], [0.659, 0.260, 0.033], [-0.353, -0.175, 0.926], [-1.235, -1.118, 0.545], [-1.993, -1.616, 1.330], [-1.225, -1.481, -0.908], [-0.514, -1.035, -1.915], [1.558, 1.589, 1.469], [1.895, 1.993, -0.229], [0.292, 2.334, 0.470], [1.472, -0.474, 0.023], [-1.947, -2.243, -1.201], [0.261, 0.335, -1.006]], "lowdin_charge": [-0.0488, -0.2586, 0.0204, -0.4982, 0.1298, -0.1414, 0.2186, 0.0852, 0.0859, 0.0877, 0.1396, 0.1215, 0.0583], "orbital_gap_ev": 10.1, "e_homo_ha": -0.397, "multiplicity": 1, "total_charge": 0}



Name the least stable of them. <ii>.



<i>
{"formula": "C5H6O2", "method": "ωB97M-V/def2-TZVPD", "symbols": ["C", "C", "O", "C", "O", "C", "C", "H", "H", "H", "H", "H", "H"], "coordinates": [[1.669, 0.855, -0.591], [0.519, 0.020, -0.111], [-0.058, 0.685, 1.079], [-0.849, 0.031, 1.806], [-1.217, -1.178, 1.542], [-0.482, -0.426, -0.996], [-1.360, -0.987, -1.636], [2.049, 0.402, -1.512], [2.495, 0.873, 0.131], [1.385, 1.894, -0.820], [-0.777, -1.440, 0.686], [-1.211, 0.491, 2.724], [-2.163, -1.219, -2.302]], "lowdin_charge": [-0.0865, -0.3232, 0.0676, -0.2125, 0.1427, -0.1994, 0.0970, 0.0822, 0.0696, 0.0768, 0.1016, 0.1668, 0.0175], "orbital_gap_ev": [7.4, 7.4], "e_homo_ha": [-0.253, -0.253], "multiplicity": 1, "total_charge": 0}



<ii>
{"formula": "C5H6O2", "method": "ωB97M-V/def2-TZVPD", "symbols": ["C", "C", "O", "C", "O", "C", "C", "H", "H", "H", "H", "H", "H"], "coordinates": [[-0.617, -1.429, -1.188], [-0.033, -1.012, 0.120], [1.149, -1.098, 0.378], [-0.208, 1.652, -0.560], [-0.597, 1.671, -1.667], [0.169, 1.886, 0.667], [0.865, 1.376, 1.674], [-1.177, -2.349, -0.988], [0.187, -1.624, -1.900], [-1.313, -0.689, -1.592], [-0.757, -0.677, 0.893], [1.230, 0.342, 1.597], [1.101, 1.950, 2.567]], "lowdin_charge": [-0.0440, -0.3488, 0.0100, -0.2408, 0.1459, -0.0655, 0.0473, 0.0902, 0.0926, 0.0717, 0.1269, 0.0483, 0.0663], "smiles": "C=C=C=O.CC=O", "orbital_gap_ev": 8.4, "e_homo_ha": -0.331, "multiplicity": 1, "total_charge": 0}



<iii>
{"formula": "C5H6O2", "method": "ωB97M-V/def2-TZVPD", "symbols": ["O", "C", "C", "C", "C", "C", "O", "H", "H", "H", "H", "H", "H"], "coordinates": [[1.567, 1.161, -1.691], [0.565, 0.490, -1.572], [0.173, -0.133, -0.289], [0.239, 1.078, 1.764], [0.943, 0.070, 0.924], [-1.105, -0.820, -0.151], [-1.488, -1.231, 1.001], [-0.117, 0.307, -2.426], [-0.848, 0.902, 1.622], [-1.660, 0.131, -0.551], [0.639, -0.802, 1.572], [2.020, 0.191, 0.827], [-1.263, -1.461, -1.059]], "lowdin_charge": [0.0880, -0.2072, -0.1247, 0.2619, -0.2511, -0.4752, -0.1117, 0.1353, 0.0242, 0.2087, 0.1679, 0.1170, 0.1670], "orbital_gap_ev": [6.8, 7.0], "e_homo_ha": [-0.337, -0.341], "multiplicity": 1, "total_charge": 0}



<iv>
{"formula": "C5H6O2", "method": "ωB97M-V/def2-TZVPD", "symbols": ["O", "C", "C", "C", "O", "C", "C", "H", "H", "H", "H", "H", "H"], "coordinates": [[-0.067, 1.332, -1.965], [0.179, 1.287, -0.586], [0.070, -0.108, -0.006], [0.628, -1.226, -0.713], [1.207, -1.125, -1.792], [-0.361, -0.315, 1.322], [-0.829, -0.486, 2.458], [0.516, 0.655, -2.351], [1.186, 1.671, -0.346], [-0.542, 1.956, -0.104], [-1.349, -0.728, 0.859], [0.521, -2.220, -0.229], [-1.159, -0.694, 3.454]], "lowdin_charge": [-0.0564, -0.2280, -0.2014, -0.2557, -0.0018, -0.2114, 0.2082, 0.0687, 0.1309, 0.1252, 0.2320, 0.1278, 0.0619], "orbital_gap_ev": [7.8, 7.8], "e_homo_ha": [-0.302, -0.302], "multiplicity": 1, "total_charge": 0}



Name the least stable of them. <iii>.